No. 1
2 unconnected molecules or ions with the total composition C4H11NO3. Source: the Open Molecules 2025 dataset; level of theory: ωB97M-V/def2-TZVPD.

XYZ file:
```
19
Properties=species:S:1:pos:R:3:mulliken_charge:R:1
O 2.520 -0.871 -0.064 -0.548
O -2.872 1.538 -0.635 -0.618
O 2.415 1.239 -0.809 -0.457
N 0.003 0.078 1.279 -0.387
C 0.045 -1.303 1.741 -0.942
C 1.872 0.111 -0.292 0.146
C -0.346 -0.608 -1.139 -1.392
C 0.361 0.283 -0.118 0.400
H -1.423 -0.461 -1.079 0.381
H -0.940 0.431 1.418 0.328
H -0.098 -1.651 -0.959 0.364
H -3.235 2.033 -1.378 0.305
H -0.737 -1.967 1.349 0.274
H -0.082 -0.339 -2.161 0.437
H 0.195 1.327 -0.361 0.355
H -0.058 -1.320 2.834 0.347
H 3.374 1.258 -0.697 0.353
H -2.016 1.953 -0.475 0.320
H 1.023 -1.731 1.545 0.333
```

Summary:
ΔE to the lowest compared entry with this formula, charge and spin in kJ/mol: 104.33
Spin multiplicity: 1
SMILES: CN[C@H](C)C(=O)O.O
Maximum force in eV/Å: 0.8
HOMO energy in eV: -9.0649
LUMO energy in eV: 0.57

No. 2
C6H12 in the gas phase. Source: the Open Molecules 2025 dataset; level of theory: ωB97M-V/def2-TZVPD.

XYZ file:
```
18
Properties=species:S:1:pos:R:3:mulliken_charge:R:1
C 0.581 -0.772 1.390 -1.477
C -1.093 0.102 -0.343 -0.606
C 0.036 -1.051 -2.188 -0.893
C 0.235 0.384 0.453 1.054
C -0.408 0.258 -1.638 -0.358
C 0.174 1.737 1.155 -1.620
H -0.605 1.749 1.926 0.366
H 1.546 -0.593 1.880 0.400
H -0.044 2.526 0.428 0.394
H 0.034 -1.933 -1.521 0.251
H 1.133 1.969 1.633 0.403
H -1.839 0.872 -0.124 0.335
H 0.652 -1.720 0.845 0.322
H -1.494 -0.893 -0.088 0.335
H 1.058 0.469 -0.279 0.094
H -0.181 -0.888 2.169 0.343
H -0.757 -1.217 -2.940 0.356
H 0.972 -1.000 -2.756 0.303
```

Summary:
ΔE to the lowest compared entry with this formula, charge and spin in kJ/mol: 361.27
Spin multiplicity: 1
Maximum force in eV/Å: 0.4
HOMO energy in eV: -8.0717
LUMO energy in eV: 0.99

No. 3
2 unconnected molecules or ions with the total composition C2H10NOSi in a non-equilibrium geometry. Source: the Open Molecules 2025 dataset; level of theory: ωB97M-V/def2-TZVPD.

XYZ file:
```
15
Properties=species:S:1:pos:R:3:mulliken_charge:R:1
Si -1.006 -0.352 -2.467 0.456
O 0.607 -0.094 -1.789 -0.636
N 1.245 0.994 0.880 -0.058
C 0.606 0.585 1.878 0.273
C -0.297 -0.534 1.963 -0.819
H -1.482 0.951 -2.184 -0.071
H 0.294 -1.244 2.473 0.289
H -0.637 -0.853 0.986 0.209
H 1.033 1.037 2.863 0.338
H 1.052 0.574 -0.058 0.186
H -1.245 -0.351 2.560 0.339
H 1.887 1.737 0.686 0.286
H -1.434 -1.637 -1.874 -0.060
H 1.353 0.028 -2.452 0.326
H -0.921 -0.205 -4.049 -0.057
```

Summary:
Charge: +1
ΔE to the lowest compared entry with this formula, charge and spin in kJ/mol: 108.97
Spin multiplicity: 1
Maximum force in eV/Å: 5.0
HOMO energy in eV: -14.5756
LUMO energy in eV: -4.38

No. 4
C5H8S3 in the gas phase in a non-equilibrium geometry. Source: the Open Molecules 2025 dataset; level of theory: ωB97M-V/def2-TZVPD.

XYZ file:
```
16
Properties=species:S:1:pos:R:3:mulliken_charge:R:1
S -0.234 1.827 -0.334 -0.319
S -0.102 -1.152 -0.328 -0.093
S 2.285 0.503 0.342 0.042
C -1.799 -0.840 -0.787 -0.691
C -3.361 0.303 0.833 -0.714
C -2.717 -0.790 0.452 0.014
C 2.878 -1.203 0.270 -0.911
C 0.602 0.441 -0.105 0.247
H 4.011 -1.114 0.461 0.292
H -2.224 -1.673 -1.394 0.321
H -3.274 1.219 0.284 0.235
H 2.780 -1.580 -0.758 0.338
H 2.420 -1.843 1.049 0.319
H -3.946 0.218 1.718 0.258
H -1.818 0.150 -1.250 0.347
H -2.740 -1.691 1.034 0.316
```

Summary:
ΔE to the lowest compared entry with this formula, charge and spin in kJ/mol: 84.01
Spin multiplicity: 1
Maximum force in eV/Å: 2.0
HOMO energy in eV: -8.6082
LUMO energy in eV: 0.02

No. 5
A molecular structure, C24H72F4K2N2O40P8S4 in a non-equilibrium geometry. Source: the Open Molecules 2025 dataset; level of theory: ωB97M-V/def2-TZVPD.

XYZ file:
```
156
Properties=species:S:1:pos:R:3:mulliken_charge:R:1
K 1.886 4.921 1.354 0.912
K -1.471 4.840 -0.151 0.915
S 0.989 1.787 -0.576 0.832
S -0.032 1.649 1.517 0.609
S -0.205 8.146 0.031 0.898
S 0.959 7.051 -1.625 0.799
P -1.233 5.163 4.439 0.517
P 5.219 -3.164 0.823 0.824
P 0.299 -2.674 4.183 -0.219
P -4.310 -1.588 -3.137 0.725
P -4.736 -1.463 4.572 0.746
P 0.079 -4.598 -0.868 0.371
P 0.974 5.719 -5.985 1.166
P 3.787 -1.034 -4.402 0.296
F -0.170 8.263 1.623 -0.282
F -0.980 2.470 2.550 -0.312
F 1.498 2.954 -1.562 -0.203
F 1.666 5.599 -1.897 -0.285
O 1.158 -3.997 4.314 -0.420
O 3.341 -1.498 -5.724 -0.770
O 0.270 6.538 -7.140 -0.363
O 1.869 6.496 -5.138 -0.692
O -1.020 0.725 1.009 -0.496
O -4.643 -2.306 3.183 0.180
O 4.035 -2.183 -3.349 -0.073
O 1.301 -1.594 3.528 0.833
O 0.641 -4.589 -2.368 0.211
O 0.171 1.017 -1.486 -0.285
O -0.936 5.194 3.001 -0.018
O -3.200 -1.024 4.769 -0.121
O -5.741 -0.385 4.616 -0.792
O 0.959 1.197 2.435 -0.529
O -4.996 -2.894 -2.558 -0.403
O -4.985 -0.826 -4.190 -0.750
O 2.073 7.899 -1.963 -0.588
O -0.688 -2.924 2.926 0.606
O 5.143 -4.285 -0.301 -0.339
O 5.134 -0.207 -4.332 -0.410
O -2.857 -2.145 -3.548 0.020
O 3.707 -2.816 1.260 0.800
O -0.126 6.987 -2.582 -0.539
O 0.328 9.415 -0.382 -0.534
O -1.301 -5.103 -0.719 -0.769
O -0.662 3.883 5.189 -0.127
O 1.119 -5.457 -0.004 0.493
O -0.310 -2.268 5.440 -0.735
O -0.347 5.175 -5.199 -0.434
O -5.062 -2.555 5.685 -0.391
O 5.699 -4.064 2.056 -0.398
O -1.605 7.908 -0.259 -0.618
O 2.237 1.216 -0.175 -0.518
O 2.672 -0.124 -3.668 0.268
O 0.348 -3.076 -0.458 0.385
O -3.980 -0.760 -1.800 -0.100
O -0.617 6.369 5.265 -0.360
O 1.564 4.437 -6.685 -0.340
O -2.776 5.238 4.870 -0.396
O 6.114 -2.031 0.564 -0.775
N 0.754 6.818 -0.134 0.050
N 0.299 2.816 0.521 0.147
C 0.872 -6.865 0.157 -1.222
C -1.069 3.607 6.535 -0.760
C 6.308 -3.457 3.178 -0.816
C 3.009 -1.663 0.801 -0.483
C 0.805 3.519 -7.459 -0.477
C -2.644 -0.221 3.725 -0.438
C 3.000 -3.132 -3.083 -0.655
C 2.055 0.913 -4.444 -0.875
C -3.724 4.255 4.485 -0.470
C -0.194 4.184 -4.209 -0.167
C -2.740 -3.001 -4.681 -0.652
C -4.692 -3.932 5.587 -0.461
C -5.815 -2.677 2.477 -0.489
C 4.397 -5.464 -0.058 -0.204
C -0.529 -2.116 -1.075 -0.772
C -0.499 7.706 -6.886 -0.594
C -0.953 7.693 4.888 -0.509
C -3.400 0.538 -1.916 -0.541
C 0.699 -5.790 -3.138 -0.989
C 2.051 -4.458 3.303 -0.285
C 5.393 0.796 -3.384 -0.472
C -1.507 -4.097 2.941 -0.807
C 2.223 -0.961 4.422 -1.019
C -4.451 -3.628 -1.465 0.209
H 2.754 -1.018 1.644 0.062
H -2.284 0.695 4.200 0.201
H 1.031 1.066 -4.109 0.133
H 3.809 -5.784 -0.917 0.212
H 0.628 -6.724 -2.586 0.344
H -2.400 -2.415 -5.536 0.268
H -5.638 -2.658 1.404 -0.144
H 3.520 -1.098 0.027 0.607
H 3.197 -0.866 3.936 0.223
H 3.050 -4.598 3.714 0.256
H 5.014 -6.258 0.360 0.370
H 1.873 0.067 4.512 0.095
H -3.305 3.459 3.860 0.062
H -4.440 -4.690 -1.689 0.280
H -4.204 -4.156 4.639 0.079
H 0.882 -7.005 1.241 0.323
H 4.705 0.791 -2.538 0.089
H -6.583 -1.922 2.675 0.333
H -0.392 4.615 -3.221 -0.139
H -1.454 4.500 7.033 0.361
H 6.380 0.679 -2.923 0.317
H 0.817 3.778 -4.166 0.272
H 0.949 2.533 -7.016 0.057
H 2.124 0.719 -5.513 0.548
H -0.289 8.450 -7.649 0.251
H -1.997 -3.793 -4.576 0.088
H -6.244 -3.636 2.772 0.318
H -3.406 0.177 3.047 0.490
H 1.792 -5.437 2.894 0.242
H 1.694 -7.447 -0.256 0.246
H -0.859 -4.973 2.868 0.382
H -5.018 -3.470 -0.547 0.022
H -4.124 3.775 5.379 0.294
H 6.297 -2.366 3.139 0.332
H -1.854 -0.694 3.151 -0.099
H -3.712 -3.458 -4.873 0.364
H -0.051 -5.703 -3.926 0.211
H -1.872 2.873 6.533 0.214
H 2.413 -2.827 -2.217 0.177
H -2.647 0.684 -1.144 -0.039
H 2.604 1.826 -4.199 0.347
H -1.981 7.921 5.184 0.282
H 1.147 3.474 -8.491 0.307
H 3.630 -5.254 0.695 -0.175
H -0.898 7.840 3.808 0.092
H 0.010 -1.365 -1.644 0.019
H 2.368 -3.244 -3.963 0.534
H -0.333 8.473 5.325 0.281
H -2.130 -4.104 2.049 0.188
H -2.964 0.702 -2.903 0.377
H -1.231 -2.591 -1.765 0.319
H -5.609 -4.523 5.606 0.265
H 5.769 -3.673 4.104 0.281
H -4.187 1.290 -1.819 0.394
H -0.924 3.375 -4.285 0.403
H -1.121 -1.661 -0.283 -0.008
H 2.061 -3.740 2.490 -0.159
H -0.270 3.697 -7.466 0.319
H -4.047 -4.152 6.435 0.302
H -0.191 3.305 7.100 0.295
H -2.115 -4.111 3.845 0.161
H -0.112 -7.152 -0.206 0.444
H 1.657 -5.750 -3.661 0.305
H 5.460 1.795 -3.820 0.279
H 7.336 -3.799 3.285 0.274
H -4.521 4.738 3.920 0.313
H -1.558 7.445 -6.941 0.235
H 3.484 -4.072 -2.823 0.120
H -0.320 8.108 -5.889 0.266
H 2.000 -1.948 0.497 -0.388
H -3.448 -3.261 -1.243 -0.194
H 2.373 -1.464 5.374 0.543
```

Summary:
Spin multiplicity: 1
Maximum force in eV/Å: 10.8
HOMO energy in eV: -10.2397
LUMO energy in eV: -0.86